a) DFT (wB97M-V/def2-TZVPD) results for a cluster of 2 separate species, C6H14O3 in total.

Its HOMO energy is -9.733 eV. The HOMO-LUMO gap comes out at 10.55 eV. Its multiplicity is 1.

The geometry in XYZ format:
```
23
Properties=species:S:1:pos:R:3:lowdin_charge:R:1
C -1.88926 -1.99244 -0.67701 -0.301
C 0.32960 0.17956 -1.11740 -0.010
C -0.95109 -2.74826 0.20425 -0.049
O -2.47018 -0.97763 -0.36479 0.022
H -1.39344 0.07957 0.73598 0.070
H -2.09853 -2.47597 -1.64873 0.124
H -0.56754 -2.10616 0.99744 0.075
H -1.50519 -3.57463 0.64460 0.089
H 0.57313 -0.87811 -1.16492 0.067
H -0.63360 0.42016 -1.56417 0.080
H 1.10556 0.69416 -1.67372 0.076
H -0.13562 -3.16980 -0.37872 0.081
C 0.18518 2.27501 0.28034 -0.212
C 1.78583 0.44419 0.96015 -0.019
C 0.41356 0.75302 0.36984 -0.592
O 1.12196 2.84715 -0.60501 -0.061
O -0.54661 0.19904 1.22575 -0.043
H 0.88284 3.76407 -0.77638 0.093
H 0.29739 2.70182 1.28579 0.127
H -0.84647 2.45228 -0.05690 0.129
H 1.97770 -0.62492 0.92149 0.082
H 2.55403 0.97157 0.40324 0.084
H 1.81075 0.76630 1.99890 0.088
```

b) DFT (wB97M-V/def2-TZVPD) results for a structure of composition C6H14O3.

Its HOMO energy (spin up / spin down) is -6.495 / -6.494 eV. The HOMO-LUMO gap (spin up / spin down) comes out at 7.23 / 7.23 eV. Its multiplicity is 1.

The geometry in XYZ format:
```
23
Properties=species:S:1:pos:R:3:lowdin_charge:R:1
C -0.64931 -0.41205 -0.41306 -0.517
C 1.50209 -0.61912 0.35450 -0.278
C -0.61359 0.54733 0.62910 -0.215
C 2.43226 -0.51594 -0.82122 -0.116
C -0.23130 1.98343 0.38086 -0.058
C -2.60855 0.60511 0.52009 -0.005
O -0.76848 0.00508 -1.68880 0.110
O -0.99785 -1.68554 -0.23754 0.066
O 1.27988 -2.00481 0.76201 -0.122
H -1.23158 -0.67881 -2.19412 0.140
H -0.27495 -2.10672 0.33708 0.105
H 1.85839 -2.64446 0.31245 0.102
H 1.93605 -0.13364 1.23455 0.103
H -0.50416 0.14202 1.62324 0.133
H 2.75559 0.51881 -0.96046 0.074
H 3.35127 -1.11977 -0.70506 0.070
H 1.96033 -0.86940 -1.74484 0.069
H 0.80609 2.15026 0.67026 0.076
H -0.87615 2.65703 0.94945 0.081
H -0.32555 2.24711 -0.67260 0.086
H -2.80999 1.12273 1.45635 0.027
H -2.90904 1.18581 -0.34852 0.036
H -3.08146 -0.37446 0.55632 0.033
```

Sorted by energy, starting with the most stable: a), b).

a) DFT (wB97M-V/def2-TZVPD) results for a structure of composition C5H11ClSi.

Its HOMO energy is -7.326 eV. The HOMO-LUMO gap comes out at 7.91 eV. Its multiplicity is 1.

The geometry in XYZ format:
```
18
Properties=species:S:1:pos:R:3:lowdin_charge:R:1
C -0.02942 0.05509 -1.58765 -0.219
C 0.56455 -1.46690 -1.15615 -0.206
C -0.39982 1.39754 -0.51070 -0.357
C 0.33080 2.19370 0.60536 -0.733
C 0.15943 -0.99526 2.01392 -0.200
Si 1.01780 -0.20241 0.49701 0.788
Cl 1.33229 3.41286 -0.14181 0.506
H 0.76090 0.35648 -2.28933 0.088
H -0.89315 -0.12306 -2.13004 0.059
H -0.17675 -2.34087 -1.19564 0.060
H 1.42701 -1.73388 -1.80761 0.034
H -0.41506 2.05132 -1.40973 0.075
H -1.39922 1.35543 -0.29675 0.053
H 0.74803 -1.87001 2.05507 -0.006
H 0.28306 -0.50359 2.97507 0.025
H -0.90297 -1.02052 1.64391 0.054
H -0.33394 2.69695 1.31417 0.034
H 2.33805 0.12178 0.39194 -0.052
```

b) DFT (wB97M-V/def2-TZVPD) results for a cluster of 2 separate species, C5H11ClSi in total.

Its HOMO energy is -10.006 eV. The HOMO-LUMO gap comes out at 9.49 eV. Its multiplicity is 1.

The geometry in XYZ format:
```
18
Properties=species:S:1:pos:R:3:lowdin_charge:R:1
C 1.75898 2.48413 0.08611 -0.135
C 0.82542 2.06210 -0.66172 0.094
C -0.83104 -0.77287 1.83640 -0.187
C -1.92943 -0.24921 -0.95558 -0.187
C 1.09900 -0.87364 -0.83814 -0.671
Si -0.60226 -1.29472 -0.08221 0.597
Cl 2.72919 -0.72837 0.05221 0.426
H 2.07449 3.53401 -0.05317 0.082
H 2.34940 1.97758 0.79210 0.020
H 1.04551 0.16422 -1.35474 -0.019
H -1.92968 -0.79308 1.91392 0.011
H -0.34633 -1.29417 2.61610 -0.009
H -0.51399 0.28804 1.86733 0.022
H -1.39173 0.62189 -1.19902 -0.025
H -2.19014 -0.59614 -1.92083 0.019
H -2.64258 -0.12440 -0.20391 0.001
H 1.21502 -1.67778 -1.52326 -0.010
H -0.71982 -2.72758 -0.37162 -0.030
```

Sorted by energy, starting with the most stable: b), a).

a) DFT (wB97M-V/def2-TZVPD) results for a cluster of 2 separate species, C9H14O in total.

Its expectation value of S² is 0.762. Its HOMO energy (spin up / spin down) is 0.658 / -3.356 eV. The charge is -1. The HOMO-LUMO gap (spin up / spin down) comes out at 3.25 / 7.16 eV. Its multiplicity is 2.

The geometry in XYZ format:
```
24
Properties=species:S:1:pos:R:3:lowdin_spin:R:1
C -0.27312 2.97464 0.51254 0.008
C -0.08361 1.40161 -1.47722 0.214
C 0.21190 1.69593 -0.12551 0.042
C 0.56535 0.28877 -2.08407 0.152
C 0.93884 0.80427 0.62303 0.170
C 1.40501 -0.51987 -1.35591 0.054
C 1.55333 -0.37121 0.03378 0.229
O 1.89384 -1.66029 -1.98578 0.006
H -0.78664 2.06125 -1.97215 0.025
H 0.44403 0.01988 -3.12929 0.011
H -1.12112 3.51761 0.09923 0.002
H 0.59557 3.62319 0.66562 0.002
H 1.01487 0.93557 1.70166 0.016
H 2.24097 -0.98946 0.60003 0.024
H 1.95224 -2.37444 -1.34907 0.005
H -0.56621 2.72920 1.54609 0.000
C -1.82213 -1.42007 0.63176 0.004
C -0.66871 -2.16888 1.30566 0.017
H -1.72711 -0.36643 0.89984 0.003
H -1.92781 -1.48824 -0.44680 0.000
H -2.77104 -1.78117 1.05189 0.001
H 0.25907 -1.64957 0.97356 0.011
H -0.74719 -2.08385 2.38394 0.002
H -0.58032 -3.17846 0.89717 0.001
```

b) DFT (wB97M-V/def2-TZVPD) results for a cluster of 2 separate species, C9H14O in total.

Its expectation value of S² is 0.760. Its HOMO energy (spin up / spin down) is 0.711 / -3.446 eV. The charge is -1. The HOMO-LUMO gap (spin up / spin down) comes out at 2.91 / 7.03 eV. Its multiplicity is 2.

The geometry in XYZ format:
```
24
Properties=species:S:1:pos:R:3:lowdin_spin:R:1
C 1.14875 -1.49421 -1.41339 0.013
C 0.14270 0.42998 1.74761 0.148
C 0.68885 1.66440 1.48081 0.071
C 0.09804 -0.56441 0.70715 0.236
C 0.93356 -0.38546 -0.41883 0.053
C 1.42211 1.90930 0.30550 0.227
C 1.54533 0.83049 -0.63459 0.118
O 0.57656 2.65996 2.44978 0.012
H -0.27631 0.23137 2.72237 0.008
H -0.27055 -1.55804 0.94366 0.026
H 1.80651 2.91894 0.19901 0.031
H 0.04943 3.40483 2.13622 0.012
H 1.39410 -2.40167 -0.85365 0.006
H 1.87344 -1.19258 -2.16552 0.003
H 2.26824 0.88177 -1.43989 0.008
H 0.25421 -1.80513 -1.96960 0.001
C -2.61045 -1.40940 -1.19685 0.012
C -2.58120 -2.66597 -2.04158 0.001
H -1.62328 -1.07537 -0.84991 0.008
H -3.13316 -0.54919 -1.61999 0.002
H -3.13687 -1.58466 -0.24889 0.001
H -2.06999 -3.52084 -1.60264 0.001
H -2.06063 -2.44746 -2.98303 0.000
H -3.58159 -2.95969 -2.35947 0.001
```

Sorted by energy, starting with the most stable: b), a).

a) DFT (wB97M-V/def2-TZVPD) results for the molecule CH3N3O.

Its HOMO energy is -9.589 eV. The HOMO-LUMO gap comes out at 10.40 eV. Its multiplicity is 1.

The geometry in XYZ format:
```
8
Properties=species:S:1:pos:R:3:lowdin_charge:R:1
C 0.08455 0.69265 -0.21363 -0.022
N 1.30379 1.23970 -0.01796 -0.041
N 2.30938 0.57258 0.06058 0.021
N 0.82749 -1.20218 -0.19588 0.020
O 2.11968 -0.77804 0.01556 -0.201
H -0.64554 0.83273 0.57306 0.084
H -0.29969 0.71896 -1.22283 0.086
H 0.48504 -1.60471 0.67774 0.053
```

b) DFT (wB97M-V/def2-TZVPD) results for the molecule CH3N3O.

Its HOMO energy is -9.367 eV. The HOMO-LUMO gap comes out at 10.30 eV. Its multiplicity is 1.

The geometry in XYZ format:
```
8
Properties=species:S:1:pos:R:3:lowdin_charge:R:1
C -0.90402 0.02917 0.10501 -0.610
N 0.07514 0.96561 0.02379 0.052
N 0.01748 -1.02243 0.00007 0.074
N 1.12721 -0.00494 0.15414 0.019
O -2.10751 0.06840 0.13456 0.065
H 0.31903 1.93456 -0.27169 0.170
H -0.09482 -1.92686 0.56261 0.164
H 1.56750 -0.04350 -0.70849 0.067
```

Sorted by energy, starting with the most stable: b), a).

a) DFT (wB97M-V/def2-TZVPD) results for a cluster of 2 separate species, Cl2H3PSi in total.

Its HOMO energy is -8.438 eV. The HOMO-LUMO gap comes out at 7.80 eV. Its multiplicity is 1.

The geometry in XYZ format:
```
7
Properties=species:S:1:pos:R:3:lowdin_charge:R:1
Si -1.79038 -0.18169 -0.27780 -0.143
P -1.10104 1.66263 0.42208 0.353
Cl 3.78313 -0.44704 0.81712 0.228
Cl -3.46728 -0.94602 0.47677 0.212
H -1.54422 -1.06108 -1.33075 -0.147
H 4.86348 -1.16719 0.73236 -0.236
H -0.74369 2.14039 -0.83979 -0.266
```

b) DFT (wB97M-V/def2-TZVPD) results for the molecule Cl2H3PSi.

Its HOMO energy is -10.020 eV. The HOMO-LUMO gap comes out at 10.71 eV. Its multiplicity is 1.

The geometry in XYZ format:
```
7
Properties=species:S:1:pos:R:3:lowdin_charge:R:1
Si -0.31478 -0.03447 -0.66138 -0.478
P 0.46758 -0.85484 1.25553 0.543
Cl 0.69131 1.74802 -1.00499 0.174
Cl -2.33192 0.39515 -0.84288 0.179
H -0.02888 -1.06610 -1.79074 -0.052
H -0.09401 -0.01763 2.17251 -0.178
H 1.61070 -0.17013 0.87197 -0.187
```

Sorted by energy, starting with the most stable: b), a).

a) DFT (wB97M-V/def2-TZVPD) results for a cluster of 2 separate species, C2HBrN2O2 in total.

Its HOMO energy (spin up / spin down) is -9.398 / -10.641 eV. The HOMO-LUMO gap (spin up / spin down) comes out at 7.61 / 8.77 eV. Its multiplicity is 1.

The geometry in XYZ format:
```
8
Properties=species:S:1:pos:R:3:lowdin_charge:R:1
C 1.06240 -0.63956 -1.40225 -0.365
C -0.14459 -0.21430 -0.97344 -0.511
N 2.16986 -0.81255 -1.59660 0.184
N -0.52266 -1.82804 1.92944 -0.207
O -0.14052 -1.57783 3.04198 0.100
O -1.43374 -2.37070 1.44761 0.016
Br -1.73678 -1.24094 -1.14986 0.757
H -0.45248 0.56323 -0.33018 0.024
```

b) DFT (wB97M-V/def2-TZVPD) results for the molecule C2HBrN2O2.

Its HOMO energy is -9.799 eV. The HOMO-LUMO gap comes out at 9.29 eV. Its multiplicity is 1.

The geometry in XYZ format:
```
8
Properties=species:S:1:pos:R:3:lowdin_charge:R:1
C 0.53607 0.17534 0.81632 -0.169
C -0.14945 -0.48261 -0.08798 -0.626
N 0.98388 0.65432 1.80301 0.254
N -0.98840 0.15128 -1.03988 -0.466
O -1.24622 1.30466 -0.77370 0.074
O -1.34015 -0.46126 -2.01066 0.039
Br 0.29199 -2.26081 -0.52922 0.818
H 1.91228 0.91907 1.82211 0.075
```

Sorted by energy, starting with the most stable: b), a).